C23H25N3O5S | ωB97M-V with the def2-TZVPD basis set

XYZ file:
```
57
Properties=species:S:1:pos:R:3:mulliken_charge:R:1
C -2.52816 -5.02419 0.45959 -0.78
O -3.66298 -4.21331 0.65842 -0.46
C -3.57637 -2.88928 0.39866 0.61
C -4.74816 -2.14876 0.64535 -0.77
C -4.77919 -0.79898 0.42619 -0.97
C -3.64683 -0.12245 -0.05191 0.88
C -3.60374 1.28216 -0.27365 -0.56
C -2.48616 1.90779 -0.71162 0.61
C -2.39458 3.39836 -0.85972 -1.36
C -1.88936 4.02455 0.45448 -0.92
N -0.63417 3.42930 0.84876 -0.20
C -0.62730 2.36202 1.68946 0.21
O -1.56204 2.06420 2.40718 -0.64
C 0.63186 1.55618 1.63357 0.16
C 1.88196 2.11953 1.39748 -0.24
C 2.98836 1.30205 1.24472 -0.68
C 2.83231 -0.06943 1.30465 -0.14
S 4.23069 -1.14548 0.96050 1.24
O 3.88560 -2.46128 1.41234 -0.71
O 5.42700 -0.52675 1.44664 -0.72
N 4.37164 -1.23952 -0.69793 0.02
C 4.87991 -0.07678 -1.39334 -0.69
C 3.66567 0.62004 -2.03842 -0.75
C 2.52275 -0.40569 -1.94816 0.34
C 3.19160 -1.68006 -1.40725 -1.02
C 1.60651 -0.64070 1.58826 -0.42
C 0.50598 0.17637 1.76982 -0.81
C -1.27446 1.14515 -0.97416 0.37
O -0.20454 1.61818 -1.34349 -0.70
N -1.37864 -0.21066 -0.77300 0.22
C -2.48204 -0.86870 -0.30398 -0.48
C -2.44691 -2.24508 -0.07741 -0.08
H -2.21340 -5.02250 -0.58863 0.31
H -2.83299 -6.03028 0.74182 0.24
H -1.69392 -4.70828 1.09319 0.32
H -5.60974 -2.67994 1.01561 0.46
H -5.67802 -0.23592 0.62500 0.45
H -4.49551 1.85621 -0.06428 0.49
H -1.68662 3.63119 -1.65824 0.31
H -3.36871 3.82064 -1.10596 0.50
H -2.60036 3.83322 1.26156 0.43
H -1.75565 5.10231 0.33078 0.40
H 0.07922 3.43886 0.13166 0.34
H 1.99367 3.19237 1.34834 0.64
H 3.97305 1.71190 1.08463 0.54
H 5.42540 0.54106 -0.68261 0.35
H 5.58038 -0.42128 -2.16053 0.34
H 3.88319 0.88596 -3.07120 0.37
H 3.39978 1.53086 -1.50518 0.29
H 2.06048 -0.58271 -2.91750 0.73
H 1.75316 -0.04143 -1.26843 -0.67
H 2.56963 -2.25975 -0.72704 0.47
H 3.50983 -2.32771 -2.23065 0.35
H 1.54260 -1.71435 1.67381 0.62
H -0.46567 -0.23360 2.00384 0.64
H -0.53500 -0.74563 -0.94580 0.02
H -1.53097 -2.78000 -0.27623 0.51
```

The value obtained for the LUMO energy is 0.0051 Eh. The SMILES is COc1ccc2cc(CCNC(=O)c3ccc(S(=O)(=O)N4CCCC4)cc3)c(=O)[nH]c2c1. The total charge is 0. As for the HOMO-LUMO gap: 0.3095 Eh. As for the HOMO energy: -8.28 eV.